Computed, not measured: C45H93BN3O14 as an isolated structure at a distorted geometry, with ωB97M-V/def2-TZVPD.

Last column: Mulliken charge in e.
CARTESIAN COORDINATES (ANGSTROEM)
C  7.1081  -2.5157  -1.0805  -0.781
C  7.8432  -2.4911  -2.4182  -0.759
C  6.9979  -1.9233  -3.5522  -0.699
C  7.1995  -0.4222  -3.7552  -0.479
C  6.1371  0.1780  -4.6750  -1.205
C  5.5526  1.4868  -4.1498  -0.388
C  4.1492  1.7790  -4.6803  -0.912
C  3.3544  2.6427  -3.7129  0.166
C  1.8524  2.4265  -3.7813  -0.970
C  1.0664  3.3973  -2.8811  -1.276
C  0.5473  2.8467  -1.6120  0.798
N  -0.6219  3.2292  -1.0880  0.045
C  -0.8637  2.5712  0.0976  -0.129
C  -2.0824  2.7655  0.9126  -1.483
C  -3.3069  2.0135  0.3693  -0.909
C  -3.0522  0.5305  0.1367  -0.138
C  -2.4655  0.2111  -1.2496  0.476
C  -3.0507  -1.0311  -1.9307  -0.568
C  -1.9934  -1.8040  -2.7287  -0.754
C  -2.2699  -1.8497  -4.2246  -0.394
C  -1.3489  -2.8350  -4.9306  -0.907
O  -0.7747  -2.2618  -6.1188  -0.395
C  0.4729  -1.7723  -5.9524  0.680
C  0.5681  -0.2943  -6.1422  -0.676
O  1.4022  -2.4576  -5.6703  -0.532
C  0.2271  1.7750  0.3162  0.148
B  0.4867  0.8612  1.5803  0.645
N  1.0116  1.5021  2.7848  -0.507
O  0.2080  -0.4558  1.4989  -0.706
N  1.0762  1.9771  -0.7687  0.737
C  2.3876  1.3583  -0.8876  -1.908
C  3.4764  2.1522  -0.1725  -0.232
C  4.6802  1.2749  0.1679  -0.476
C  5.0527  0.3495  -0.9560  -0.312
O  5.3551  0.7466  -2.0356  0.077
O  5.0538  -0.9764  -0.6446  -0.425
H  6.0908  -2.8498  -1.2396  0.158
H  7.1079  -1.5481  -0.5943  0.053
H  7.5842  -3.2138  -0.4016  0.481
H  8.0977  -3.5185  -2.6539  0.402
H  8.7630  -1.9256  -2.3196  0.345
H  7.2847  -2.4222  -4.4738  0.429
H  5.9522  -2.1402  -3.3694  0.341
H  8.1855  -0.2964  -4.1836  0.465
H  7.1689  0.0558  -2.7837  0.137
H  6.5832  0.3787  -5.6428  0.377
H  5.3256  -0.5292  -4.7959  0.402
H  5.5440  1.4740  -3.0645  0.492
H  6.2034  2.3095  -4.4268  0.495
H  3.6338  0.8549  -4.9123  0.028
H  4.2751  2.3557  -5.5890  0.366
H  3.5360  3.6933  -3.9114  0.585
H  3.6796  2.4386  -2.6958  -0.672
H  1.5998  1.3980  -3.5568  0.607
H  1.5222  2.5906  -4.7995  0.687
H  1.6814  4.2592  -2.6455  0.433
H  0.2177  3.7796  -3.4319  0.449
H  -1.2471  3.8993  -1.5002  0.334
H  -1.8650  2.5166  1.9429  0.381
H  -2.3069  3.8293  0.9167  0.447
H  -4.0962  2.1297  1.1004  0.412
H  -3.5812  2.4858  -0.5651  0.498
H  -2.3900  0.1225  0.8911  0.252
H  -3.9960  0.0072  0.2411  -0.102
H  -1.3928  0.1127  -1.1395  -0.565
H  -2.6611  1.0699  -1.8862  0.261
H  -3.8286  -0.6864  -2.6014  0.382
H  -3.5365  -1.6684  -1.2046  0.361
H  -1.0255  -1.3289  -2.6101  0.179
H  -1.9048  -2.8099  -2.3327  0.474
H  -2.0579  -0.8669  -4.6295  0.221
H  -3.3073  -2.0932  -4.4096  0.420
H  -1.9102  -3.7001  -5.2506  0.367
H  -0.5573  -3.1810  -4.2790  0.472
H  1.6025  -0.0300  -6.2886  0.261
H  0.1592  0.1885  -5.2626  -0.006
H  0.0034  -0.0023  -7.0186  0.476
H  0.6562  1.1098  3.6474  0.211
H  2.0223  1.5202  2.8161  0.190
H  0.3974  -0.8799  2.3426  0.277
H  2.6361  1.1693  -1.9203  0.639
H  2.3162  0.3912  -0.4004  0.498
H  3.7756  3.0148  -0.7506  0.141
H  3.0400  2.4964  0.7587  0.799
H  5.5305  1.9129  0.3732  0.098
H  4.4767  0.6814  1.0490  0.328
H  4.2389  -1.4018  -0.9300  0.364
C  -10.9072  -1.9963  -1.1632  -0.760
O  -9.9220  -2.6783  -0.4202  -0.286
C  -9.1122  -3.5170  -1.2249  -0.574
C  -7.7540  -3.7162  -0.5967  -0.444
O  -6.8778  -2.6069  -0.7530  -0.351
C  -7.0908  -1.4848  0.0892  -0.447
C  -6.6476  -1.7077  1.5174  -0.606
O  -7.6164  -2.4400  2.2340  -0.274
C  -7.0927  -3.0361  3.4013  -0.803
H  -11.6021  -2.6945  -1.6429  0.330
H  -11.4633  -1.3679  -0.4712  0.233
H  -10.4515  -1.3586  -1.9302  0.324
H  -8.9873  -3.0831  -2.2239  0.345
H  -9.6029  -4.4947  -1.3251  0.409
H  -7.2656  -4.5377  -1.1246  0.389
H  -7.8488  -4.0016  0.4520  0.190
H  -8.1272  -1.1462  0.0436  0.221
H  -6.4597  -0.6986  -0.3356  0.377
H  -6.5104  -0.7325  2.0115  0.448
H  -5.6893  -2.2447  1.5135  0.340
H  -6.2820  -3.7328  3.1540  0.341
H  -7.8946  -3.5900  3.8820  0.240
H  -6.7215  -2.2792  4.1017  0.352
C  -4.6872  -3.6709  9.5628  -0.773
O  -6.0795  -3.8215  9.4228  -0.274
C  -6.6768  -2.7636  8.6946  -0.552
C  -7.9511  -3.2174  8.0229  -0.431
O  -7.7456  -3.9869  6.8475  -0.341
C  -7.3473  -5.3401  7.0178  -0.405
C  -8.4486  -6.2547  7.4994  -0.630
O  -8.6352  -6.1231  8.8957  -0.263
C  -9.8892  -6.6103  9.3168  -0.769
H  -4.4358  -2.7606  10.1200  0.326
H  -4.3174  -4.5326  10.1140  0.240
H  -4.1934  -3.6417  8.5834  0.325
H  -5.9838  -2.3862  7.9325  0.321
H  -6.9141  -1.9466  9.3902  0.401
H  -8.4783  -2.3228  7.6840  0.393
H  -8.5995  -3.7376  8.7299  0.195
H  -6.4700  -5.4182  7.6625  0.193
H  -7.0583  -5.6735  6.0184  0.392
H  -8.1726  -7.2947  7.2742  0.437
H  -9.3766  -6.0128  6.9672  0.342
H  -10.7070  -6.0659  8.8302  0.329
H  -9.9568  -6.4559  10.3912  0.237
H  -9.9931  -7.6806  9.1042  0.314
C  11.6571  7.0154  -0.6643  -0.771
O  10.2485  6.9926  -0.7468  -0.286
C  9.7762  7.1544  -2.0726  -0.576
C  8.4194  6.5138  -2.2387  -0.386
O  8.4606  5.0985  -2.3549  -0.432
C  8.6625  4.3516  -1.1692  -0.660
C  7.4433  4.2735  -0.2795  -0.053
O  7.2916  5.4548  0.4827  -0.338
C  5.9849  5.6110  0.9719  -0.678
H  12.0618  7.9764  -1.0003  0.330
H  11.9269  6.8663  0.3787  0.232
H  12.0996  6.2098  -1.2613  0.332
H  10.4756  6.7046  -2.7864  0.354
H  9.6919  8.2277  -2.2913  0.409
H  8.0049  6.8619  -3.1872  0.382
H  7.7422  6.8286  -1.4421  0.179
H  9.5261  4.7128  -0.6079  0.182
H  8.8851  3.3395  -1.5099  0.502
H  7.5538  3.4266  0.4170  0.453
H  6.5520  4.1109  -0.9039  -0.005
H  5.2593  5.6639  0.1486  0.264
H  5.9484  6.5446  1.5283  0.317
H  5.7087  4.7871  1.6452  0.265

ΔE to the lowest compared entry with this formula, charge and spin: 0.0 kcal/mol
HOMO energy: -10.4496 eV
Charge: +1